Entry from OMol25: a cluster of 4 separate species, C16H37BBr6N4O4PS in total in a non-equilibrium geometry (ωB97M-V/def2-TZVPD).

Values from the calculation:
- net charge = +1
- orbital gap (Ha) = 0.2666
- energy (eV) = -472394.489
- highest occupied orbital energy (eV) = -11.48
- F_max (eV Å⁻¹) = 1.553

The geometry in XYZ format:
```
70
C16H37BBr6N4O4PS, DFT ωB97M-V/def2-TZVPD
C -3.720 -0.166 3.352
C -2.870 1.079 3.144
O -2.828 1.516 1.774
C -2.073 0.754 0.916
N -0.942 1.610 0.319
C -0.662 2.837 1.116
C 0.599 3.575 0.673
C 1.891 2.786 0.915
C 2.994 3.099 -0.100
N 3.933 1.973 -0.161
C 5.036 2.061 -1.037
C 5.054 3.166 -2.063
O 5.927 1.224 -0.953
C -1.068 1.840 -1.042
N -1.639 2.973 -1.486
N -0.630 0.903 -1.925
P 0.666 1.334 -3.036
S 0.802 0.151 -4.528
B -0.237 -0.453 -1.292
O 1.042 -0.640 -0.846
O -1.205 -1.400 -1.347
H -4.500 -0.233 2.591
H -3.110 -1.069 3.282
H -4.179 -0.138 4.341
H -1.840 0.892 3.470
H -3.241 1.931 3.715
H -2.696 0.398 0.090
H -1.626 -0.121 1.401
H -1.505 3.530 1.119
H -0.500 2.492 2.140
H 0.611 4.482 1.287
H 0.538 3.925 -0.361
H 2.284 3.066 1.899
H 1.719 1.706 0.931
H 3.493 4.035 0.184
H 2.567 3.268 -1.093
H 4.334 1.850 0.765
H 5.971 3.045 -2.637
H 5.058 4.139 -1.571
H 4.194 3.073 -2.730
H -2.450 3.314 -0.995
H -1.258 3.526 -2.237
H 1.795 1.347 -2.212
H 0.376 2.672 -3.349
H 1.177 -0.586 0.106
H -1.527 -1.759 -0.505
Br 8.680 4.178 -1.226
C 8.946 2.344 -1.824
C 9.450 2.274 -3.241
Br 8.046 2.678 -4.526
H 7.992 1.841 -1.701
H 9.675 1.914 -1.143
H 9.775 1.260 -3.464
H 10.258 2.969 -3.442
Br -5.783 -5.452 0.048
C -4.933 -4.174 -1.136
C -3.486 -3.971 -0.780
Br -3.307 -2.904 0.855
H -5.510 -3.257 -1.071
H -5.014 -4.582 -2.141
H -2.967 -3.417 -1.560
H -2.970 -4.904 -0.585
Br -5.494 -6.531 3.757
C -6.446 -8.228 3.764
C -7.026 -8.550 2.413
Br -8.606 -7.484 2.028
H -7.207 -8.154 4.533
H -5.710 -8.976 4.049
H -7.355 -9.585 2.382
H -6.321 -8.368 1.608
```

Entry from OMol25: a structure of composition C16H38As3F21N2O6 in a non-equilibrium geometry (ωB97M-V/def2-TZVPD).

Values from the calculation:
- net charge = -2
- orbital gap (Ha) = 0.2148
- energy (eV) = -272066.863
- highest occupied orbital energy (eV) = -2.86
- F_max (eV Å⁻¹) = 4.541

The geometry in XYZ format:
```
86
C16H38As3F21N2O6, DFT ωB97M-V/def2-TZVPD
C -5.128 -2.091 -1.390
O -4.504 -1.153 -0.610
C -3.183 -1.418 -0.238
C -2.832 -0.342 0.830
N -3.149 1.017 0.190
H -2.867 0.922 -0.809
H -4.220 1.100 0.081
C -2.513 2.258 0.767
C -1.064 2.398 0.510
O -0.353 1.243 0.924
C 1.065 1.552 0.826
H -6.065 -2.501 -1.008
H -4.404 -2.870 -1.645
H -5.333 -1.718 -2.375
H -2.540 -1.377 -1.155
H -3.203 -2.434 0.165
H -1.822 -0.353 1.120
H -3.603 -0.587 1.555
H -2.862 2.293 1.837
H -3.090 3.064 0.302
H -0.710 3.256 1.052
H -0.876 2.625 -0.569
H 1.268 1.724 -0.250
H 1.618 0.597 1.128
H 1.303 2.307 1.553
C -3.254 -3.880 -4.457
O -2.187 -4.585 -3.921
C -0.924 -3.962 -4.142
C 0.089 -4.643 -3.288
N 0.384 -4.036 -1.909
H 1.204 -4.560 -1.720
H 0.629 -3.050 -1.922
C -0.566 -4.187 -0.731
C 0.298 -4.344 0.516
O 0.982 -3.141 0.650
C 2.361 -3.134 1.004
H -3.457 -3.929 -5.509
H -3.372 -2.810 -4.265
H -4.093 -4.438 -4.073
H -1.093 -2.899 -3.994
H -0.602 -4.136 -5.155
H 1.024 -4.721 -3.804
H -0.277 -5.673 -2.937
H -1.365 -4.985 -0.928
H -1.160 -3.295 -0.632
H 0.920 -5.269 0.450
H -0.502 -4.584 1.306
H 2.402 -3.559 1.963
H 2.489 -2.038 1.103
H 3.034 -3.563 0.245
C 7.130 6.696 4.867
O 5.871 7.232 4.160
O 6.983 6.358 6.098
C 7.333 5.575 3.835
F 7.897 5.992 2.679
F 8.176 4.628 4.314
F 6.226 4.921 3.585
C 5.287 8.270 4.883
C 3.811 8.484 4.448
H 3.646 8.572 3.344
H 3.260 7.576 4.663
H 3.439 9.409 4.947
H 5.781 9.232 4.629
H 5.377 8.007 5.964
H 7.894 7.468 4.615
As -5.983 3.374 1.759
F -4.875 2.584 2.725
F -5.161 2.743 0.361
F -7.149 4.151 0.667
F -6.686 4.185 3.128
F -4.991 4.783 1.503
F -6.998 1.977 1.793
As -0.791 0.145 -3.424
F 0.532 0.413 -2.390
F -1.034 -1.371 -2.609
F -2.124 -0.339 -4.392
F -0.836 1.568 -4.157
F 0.322 -0.550 -4.608
F -1.872 0.704 -2.136
As 3.699 -6.145 -1.692
F 3.583 -5.954 0.063
F 3.584 -7.885 -1.618
F 3.719 -6.167 -3.429
F 3.641 -4.346 -1.744
F 5.450 -6.143 -1.676
F 1.959 -6.237 -1.798
```

Entry from OMol25: a cluster of 9 separate species, C16H38Cl6F6N3O6 in total in a non-equilibrium geometry (ωB97M-V/def2-TZVPD).

Values from the calculation:
- net charge = +1
- energy relative to the best compared isomer or geometry (same formula, charge and spin) (kJ/mol) = 0.00
- orbital gap (Ha) = 0.2759
- energy (eV) = -125396.912
- highest occupied orbital energy (eV) = -11.19
- F_max (eV Å⁻¹) = 2.191

The geometry in XYZ format:
```
75
C16H38Cl6F6N3O6, DFT ωB97M-V/def2-TZVPD
N 2.187 -2.835 0.649
H 3.162 -2.898 0.355
H 1.707 -3.706 0.450
H 1.731 -2.036 0.072
H 2.118 -2.551 1.644
N -3.370 -2.774 0.723
H -3.692 -2.528 1.657
H -4.127 -3.004 0.081
H -2.682 -3.522 0.725
H -2.883 -1.880 0.358
N -0.966 -1.779 -2.072
H -1.082 -1.503 -3.052
H -0.813 -2.769 -1.908
H -1.762 -1.393 -1.538
H -0.088 -1.362 -1.631
O 1.064 -0.785 -0.652
C 0.370 0.144 0.133
C -1.014 -0.222 0.709
O -2.025 -0.642 -0.169
H 0.231 1.038 -0.496
H 1.005 0.455 0.979
H -1.324 0.653 1.302
H -0.816 -1.014 1.468
C -0.659 -2.416 5.547
C 0.046 -1.116 5.048
O 1.447 -1.182 5.319
C 2.271 -1.638 4.427
O 1.957 -2.105 3.347
C 3.735 -1.728 4.887
F 4.507 -0.857 4.243
F 3.912 -1.525 6.197
F 4.130 -2.983 4.627
H -1.398 -2.822 4.858
H -1.175 -2.149 6.467
H 0.066 -3.210 5.715
H -0.337 -0.279 5.616
H -0.139 -1.100 3.977
C -1.473 2.079 -2.256
C -2.825 1.800 -2.830
O -2.838 1.724 -4.264
C -2.236 0.752 -4.890
O -1.833 -0.236 -4.349
C -2.101 1.038 -6.398
F -1.884 2.334 -6.599
F -1.071 0.397 -6.894
F -3.237 0.726 -7.006
H -0.965 2.987 -2.593
H -0.775 1.281 -2.525
H -1.439 2.181 -1.171
H -3.527 2.607 -2.626
H -3.295 0.902 -2.425
Cl -4.241 3.491 0.136
C -3.711 2.003 0.909
C -2.612 2.229 1.933
Cl -3.149 3.324 3.239
H -3.277 1.387 0.114
H -4.528 1.355 1.223
H -1.650 2.541 1.536
H -2.397 1.316 2.489
Cl 1.190 1.144 -5.048
C 2.250 1.610 -3.699
C 2.095 3.073 -3.315
Cl 2.754 4.166 -4.567
H 3.293 1.437 -3.971
H 2.075 0.920 -2.873
H 2.686 3.157 -2.405
H 1.025 3.250 -3.253
Cl 5.177 -1.050 1.132
C 4.132 0.391 1.273
C 3.767 0.947 -0.105
Cl 5.128 1.477 -1.107
H 4.644 1.189 1.807
H 3.232 0.097 1.805
H 3.143 1.812 0.119
H 3.179 0.182 -0.608
```

Copy entry 2 word for word.
Entry from OMol25: a structure of composition C16H38As3F21N2O6 in a non-equilibrium geometry (ωB97M-V/def2-TZVPD).

Values from the calculation:
- net charge = -2
- orbital gap (Ha) = 0.2148
- energy (eV) = -272066.863
- highest occupied orbital energy (eV) = -2.86
- F_max (eV Å⁻¹) = 4.541

The geometry in XYZ format:
```
86
C16H38As3F21N2O6, DFT ωB97M-V/def2-TZVPD
C -5.128 -2.091 -1.390
O -4.504 -1.153 -0.610
C -3.183 -1.418 -0.238
C -2.832 -0.342 0.830
N -3.149 1.017 0.190
H -2.867 0.922 -0.809
H -4.220 1.100 0.081
C -2.513 2.258 0.767
C -1.064 2.398 0.510
O -0.353 1.243 0.924
C 1.065 1.552 0.826
H -6.065 -2.501 -1.008
H -4.404 -2.870 -1.645
H -5.333 -1.718 -2.375
H -2.540 -1.377 -1.155
H -3.203 -2.434 0.165
H -1.822 -0.353 1.120
H -3.603 -0.587 1.555
H -2.862 2.293 1.837
H -3.090 3.064 0.302
H -0.710 3.256 1.052
H -0.876 2.625 -0.569
H 1.268 1.724 -0.250
H 1.618 0.597 1.128
H 1.303 2.307 1.553
C -3.254 -3.880 -4.457
O -2.187 -4.585 -3.921
C -0.924 -3.962 -4.142
C 0.089 -4.643 -3.288
N 0.384 -4.036 -1.909
H 1.204 -4.560 -1.720
H 0.629 -3.050 -1.922
C -0.566 -4.187 -0.731
C 0.298 -4.344 0.516
O 0.982 -3.141 0.650
C 2.361 -3.134 1.004
H -3.457 -3.929 -5.509
H -3.372 -2.810 -4.265
H -4.093 -4.438 -4.073
H -1.093 -2.899 -3.994
H -0.602 -4.136 -5.155
H 1.024 -4.721 -3.804
H -0.277 -5.673 -2.937
H -1.365 -4.985 -0.928
H -1.160 -3.295 -0.632
H 0.920 -5.269 0.450
H -0.502 -4.584 1.306
H 2.402 -3.559 1.963
H 2.489 -2.038 1.103
H 3.034 -3.563 0.245
C 7.130 6.696 4.867
O 5.871 7.232 4.160
O 6.983 6.358 6.098
C 7.333 5.575 3.835
F 7.897 5.992 2.679
F 8.176 4.628 4.314
F 6.226 4.921 3.585
C 5.287 8.270 4.883
C 3.811 8.484 4.448
H 3.646 8.572 3.344
H 3.260 7.576 4.663
H 3.439 9.409 4.947
H 5.781 9.232 4.629
H 5.377 8.007 5.964
H 7.894 7.468 4.615
As -5.983 3.374 1.759
F -4.875 2.584 2.725
F -5.161 2.743 0.361
F -7.149 4.151 0.667
F -6.686 4.185 3.128
F -4.991 4.783 1.503
F -6.998 1.977 1.793
As -0.791 0.145 -3.424
F 0.532 0.413 -2.390
F -1.034 -1.371 -2.609
F -2.124 -0.339 -4.392
F -0.836 1.568 -4.157
F 0.322 -0.550 -4.608
F -1.872 0.704 -2.136
As 3.699 -6.145 -1.692
F 3.583 -5.954 0.063
F 3.584 -7.885 -1.618
F 3.719 -6.167 -3.429
F 3.641 -4.346 -1.744
F 5.450 -6.143 -1.676
F 1.959 -6.237 -1.798
```